[1]
This record from OMol25 describes a 3-piece molecular cluster, C25H43ClINO9S2 overall in a non-equilibrium geometry. The level of theory is wB97M-V/def2-TZVPD.

```
82
Properties=species:S:1:pos:R:3:forces:R:3
C -4.788 2.898 -5.537 0.103 -0.088 -0.079
C -3.964 3.375 -4.333 -0.456 -0.272 -0.339
N -4.206 2.608 -3.087 0.784 0.765 0.594
C -3.053 1.799 -2.680 0.107 -0.190 -0.098
C -2.698 0.758 -3.744 -0.106 0.038 -0.074
C -4.911 3.282 -2.122 -0.317 -0.193 -0.241
S -6.314 4.049 -2.453 -0.009 0.165 -0.042
S -4.190 3.461 -0.478 0.094 -0.176 0.110
C -4.766 1.931 0.343 -0.206 0.033 -0.016
C -3.754 1.324 1.324 -0.026 0.034 -0.002
C -2.275 1.475 0.950 -0.125 -0.042 0.076
C -1.438 0.365 1.575 -0.190 -0.039 0.124
C -1.494 0.459 3.133 -0.177 0.055 -0.063
C -0.279 -0.140 3.789 -0.347 0.794 -0.041
O 0.056 -1.258 3.723 0.273 -0.928 -0.042
I 0.904 1.260 4.979 0.012 0.062 0.049
O -0.127 0.283 1.061 0.000 0.049 -0.062
C 0.694 1.430 1.185 0.120 0.003 0.202
C 1.200 1.902 -0.160 0.146 0.045 -0.131
C 2.297 2.957 0.015 0.035 -0.086 0.190
C 1.802 4.229 0.708 0.053 -0.006 0.127
C 2.715 5.407 0.431 -0.057 0.123 0.073
Cl 2.024 6.930 1.082 -0.010 -0.026 0.013
O 0.096 2.378 -0.911 0.004 -0.072 -0.064
C 0.408 2.666 -2.258 0.135 0.036 -0.046
H -5.545 2.185 -5.213 -0.019 0.095 -0.014
H -4.161 2.408 -6.286 -0.031 -0.019 0.058
H -5.293 3.731 -6.026 -0.006 -0.032 0.062
H -2.895 3.292 -4.546 -0.050 0.042 0.023
H -4.186 4.421 -4.126 0.023 -0.057 0.024
H -2.189 2.443 -2.471 -0.390 -0.128 0.105
H -3.296 1.290 -1.752 -0.098 0.019 -0.096
H -1.984 1.143 -4.475 -0.035 -0.017 0.003
H -2.264 -0.130 -3.284 0.062 0.082 -0.012
H -3.593 0.450 -4.288 0.044 -0.042 0.075
H -5.045 1.215 -0.431 0.130 0.037 -0.035
H -5.683 2.188 0.875 0.006 -0.093 -0.055
H -3.934 1.757 2.312 0.071 -0.076 -0.009
H -3.996 0.256 1.397 -0.037 0.072 0.083
H -2.129 1.444 -0.131 0.039 -0.028 0.164
H -1.918 2.453 1.289 0.012 -0.025 -0.163
H -1.894 -0.587 1.291 0.165 -0.029 0.007
H -1.675 1.474 3.484 0.193 0.007 -0.070
H -2.332 -0.156 3.479 0.019 0.075 -0.004
H 1.570 1.153 1.783 -0.060 0.044 0.016
H 0.181 2.241 1.712 0.012 -0.025 -0.089
H 1.642 1.033 -0.673 -0.120 0.035 -0.006
H 2.749 3.184 -0.955 -0.124 0.035 -0.002
H 3.091 2.497 0.614 0.025 0.055 -0.098
H 0.780 4.468 0.399 0.091 -0.007 -0.121
H 1.774 4.069 1.790 -0.093 0.029 -0.055
H 2.857 5.572 -0.637 0.019 -0.057 0.048
H 3.682 5.294 0.919 0.005 -0.066 -0.136
H -0.524 2.652 -2.825 0.315 0.057 0.036
H 1.085 1.912 -2.680 -0.045 0.010 0.025
H 0.870 3.653 -2.370 -0.005 -0.044 0.022
C 1.672 -3.925 3.375 0.152 0.160 -0.112
C 2.894 -4.787 3.564 -0.252 -0.088 0.006
C 2.970 -5.508 4.896 0.065 0.036 0.015
O 4.381 -5.587 5.126 -0.006 0.025 0.047
C 4.980 -4.584 4.439 0.068 0.020 0.000
O 6.120 -4.269 4.554 -0.073 -0.033 -0.019
O 4.095 -3.995 3.601 0.036 -0.026 -0.078
H 1.731 -3.034 3.997 -0.022 -0.092 0.076
H 1.577 -3.598 2.340 -0.022 0.023 0.010
H 0.770 -4.480 3.637 0.010 -0.027 -0.006
H 2.999 -5.500 2.740 0.030 -0.037 0.030
H 2.548 -6.509 4.882 0.056 -0.024 -0.016
H 2.513 -4.923 5.698 -0.019 0.006 -0.010
C 4.368 -3.779 -1.594 -0.108 0.121 -0.081
C 3.250 -4.575 -0.970 0.158 -0.008 0.059
C 3.357 -6.079 -1.141 -0.016 0.008 -0.012
O 1.985 -6.485 -1.170 0.003 -0.027 -0.034
C 1.241 -5.433 -1.591 -0.069 0.013 -0.009
O 0.094 -5.492 -1.893 0.073 0.004 0.033
O 1.993 -4.308 -1.616 -0.036 0.036 0.037
H 4.280 -3.804 -2.680 0.058 -0.091 0.000
H 4.334 -2.738 -1.275 -0.009 -0.003 0.002
H 5.333 -4.194 -1.302 -0.001 0.005 0.018
H 3.135 -4.316 0.087 0.001 -0.035 0.011
H 3.869 -6.581 -0.324 -0.056 -0.012 0.028
H 3.826 -6.347 -2.091 0.018 0.017 -0.001
```
Positions in Å, forces in eV/Å.

SMILES ... CCN(CC)C(=S)SCCC[C@H](CC(=O)I)OC[C@H](CCCCl)OC.C[C@@H]1COC(=O)O1.C[C@@H]1COC(=O)O1
Total charge ... 0
LUMO ... 0.00 eV

---

[2]
This record from OMol25 describes C25H43F3IrO3P2S as an isolated structure in a non-equilibrium geometry. The level of theory is wB97M-V/def2-TZVPD.

```
78
Properties=species:S:1:pos:R:3:forces:R:3
Ir 0.735 0.563 -1.709 -1.013 1.181 2.321
C -0.993 -1.102 0.286 -0.207 0.587 -0.179
C -1.398 -0.799 -1.035 0.709 -0.273 -1.012
C 0.867 -1.456 -1.072 -1.700 -0.787 0.125
C 0.376 -1.461 0.293 1.024 0.005 -1.194
C -0.305 -1.113 -1.961 -0.507 -2.405 1.737
C -1.868 -1.027 1.481 -0.092 0.278 0.253
H -2.756 -0.413 1.284 0.174 -0.232 0.059
H -1.312 -0.567 2.310 -0.452 -0.503 -0.343
H -2.214 -2.024 1.793 0.137 0.206 -0.063
C 1.206 -1.812 1.466 -0.045 -0.009 0.278
H 1.121 -1.056 2.267 0.075 -0.544 -0.378
H 2.258 -1.916 1.178 -0.256 -0.053 0.211
H 0.844 -2.777 1.856 0.247 0.216 0.124
C 2.123 -2.111 -1.545 0.111 0.065 0.116
H 1.988 -3.194 -1.651 0.090 0.126 -0.023
H 2.922 -1.928 -0.819 0.037 -0.120 -0.286
H 2.417 -1.697 -2.515 0.140 -0.225 0.092
C -0.436 -1.492 -3.398 -0.026 0.476 -0.123
H -0.685 -2.546 -3.550 0.102 0.083 0.084
H 0.507 -1.256 -3.895 -0.009 -0.306 -0.266
H -1.205 -0.871 -3.860 -0.063 -0.140 -0.106
C -2.787 -0.500 -1.463 -0.309 0.350 0.030
H -3.347 -1.441 -1.560 -0.008 0.253 -0.033
H -2.807 0.020 -2.430 -0.073 -0.179 0.256
H -3.304 0.128 -0.720 0.068 -0.226 -0.344
C 1.068 2.027 0.439 0.713 -0.564 1.476
C -0.112 2.555 0.876 0.145 -1.297 -0.444
C -1.039 3.256 -0.024 0.049 1.351 -0.048
C -0.624 3.576 -1.485 -0.913 -0.177 0.477
C 0.079 2.545 -2.342 -0.405 -0.836 -1.597
C 1.453 2.241 -2.612 -0.515 -0.149 0.022
C 2.538 2.235 -1.531 1.435 1.461 -0.672
C 2.117 2.866 -0.231 -0.431 -0.169 -0.351
H -1.327 4.234 0.409 -0.239 -0.453 -0.005
H -0.110 4.552 -1.526 -0.171 -0.473 -0.120
H -1.945 2.627 -0.022 0.137 0.232 -0.028
H 1.743 3.900 -0.387 0.262 -1.122 0.220
H 1.546 1.226 1.018 -0.399 0.358 0.276
H -0.505 2.265 1.855 -0.110 -0.188 -0.625
H 3.000 2.904 0.423 -0.331 0.127 -0.016
H 2.947 1.212 -1.330 -0.091 0.323 -0.204
H 1.696 1.810 -3.617 -0.244 0.409 0.729
H 3.422 2.818 -1.911 -0.210 -0.546 0.457
H -1.627 3.665 -1.958 0.822 0.508 0.050
H -0.619 2.209 -3.154 0.990 0.764 0.313
P 2.563 5.456 -1.532 0.983 1.517 -1.327
P 3.513 3.220 -4.060 1.934 2.789 -2.164
C 3.400 5.958 -3.123 0.050 0.264 0.131
C 4.309 4.867 -3.699 -0.609 0.380 1.054
H 3.999 6.863 -2.899 -0.236 -0.354 -0.343
H 2.606 6.240 -3.834 0.294 -0.064 0.126
H 4.736 5.213 -4.653 -0.005 -0.366 0.161
H 5.120 4.656 -2.985 -0.048 0.067 -0.319
C 5.049 2.429 -4.632 0.072 -1.001 0.152
H 4.836 1.447 -5.056 0.129 -0.012 -0.043
H 5.730 2.293 -3.784 -0.172 0.007 -0.117
H 5.573 3.037 -5.388 -0.472 -0.005 0.225
C 2.546 3.620 -5.560 -0.471 -0.556 0.172
H 3.129 4.241 -6.259 -0.021 -0.221 0.376
H 1.641 4.159 -5.251 0.165 -0.134 -0.171
H 2.261 2.684 -6.059 -0.055 0.294 0.022
C 3.961 5.779 -0.366 -0.282 -0.287 0.092
H 3.675 5.465 0.640 0.071 0.053 -0.001
H 4.254 6.831 -0.332 -0.126 -0.060 -0.111
H 4.829 5.187 -0.662 0.000 -0.031 0.044
C 1.491 6.921 -1.290 -0.078 -0.035 0.231
H 0.987 7.120 -2.240 -0.021 0.076 0.165
H 2.055 7.805 -0.966 -0.174 -0.192 -0.147
H 0.725 6.688 -0.539 0.134 0.189 -0.109
F -1.157 0.363 6.664 0.120 -0.184 -1.597
C -1.152 0.095 5.340 -0.540 -1.103 0.742
F -0.976 -1.258 5.166 -0.050 1.895 0.074
F -2.342 0.437 4.805 1.152 -0.152 0.338
S 0.245 1.037 4.493 -2.308 -1.295 0.983
O -0.119 2.429 4.738 1.110 -0.843 -0.556
O 1.434 0.498 5.149 -0.183 0.936 -0.868
O 0.104 0.609 3.085 0.990 1.047 1.534
```
Positions in Å, forces in eV/Å.

Multiplicity ... 6
Total charge ... +2
<S²> ... 8.8261
Relative energy (zero: lowest compared OMol25 entry of this formula, charge and spin) ... 2.512 eV
LUMO (alpha / beta) ... -5.24 / -10.06 eV

---

[3]
This record from OMol25 describes C25H43F3P2Pt as an isolated structure in a non-equilibrium geometry. The level of theory is wB97M-V/def2-TZVPD.

```
74
Properties=species:S:1:pos:R:3:forces:R:3
Pt -1.197 -1.235 -3.936 0.281 -1.175 5.340
C -0.085 -3.089 0.984 -0.248 -0.025 -0.428
C 1.246 -3.083 0.479 -0.248 0.090 0.124
C 0.948 -1.190 1.754 -0.251 -0.020 -0.228
C -0.279 -1.906 1.738 -0.022 -0.048 0.336
C 1.880 -1.903 0.954 0.279 -0.112 0.151
C -1.123 -4.105 0.721 0.056 -0.422 -0.020
H -0.700 -4.968 0.198 -0.169 0.148 0.086
H -1.948 -3.705 0.111 0.192 0.051 0.170
H -1.560 -4.454 1.665 0.000 0.063 -0.151
C -1.533 -1.535 2.422 -0.100 0.324 0.239
H -2.313 -1.282 1.690 0.107 -0.104 0.055
H -1.385 -0.663 3.068 -0.097 -0.204 -0.110
H -1.919 -2.361 3.035 0.095 0.142 -0.187
C 1.179 0.081 2.462 0.288 0.461 0.148
H 1.101 -0.061 3.551 -0.006 0.048 -0.226
H 0.437 0.845 2.183 0.127 -0.269 0.089
H 2.178 0.477 2.246 -0.268 -0.059 0.149
C 3.291 -1.518 0.701 0.024 0.195 -0.208
H 3.972 -1.950 1.449 -0.182 0.043 -0.106
H 3.406 -0.429 0.740 0.068 -0.223 0.009
H 3.618 -1.867 -0.284 -0.001 0.052 0.198
C 1.826 -4.114 -0.391 0.586 -0.355 -0.246
H 1.686 -5.119 0.033 -0.003 0.228 -0.096
H 2.901 -3.950 -0.534 -0.285 -0.130 0.022
H 1.348 -4.107 -1.383 0.042 -0.027 0.315
C -1.339 1.048 -4.879 -2.542 -0.106 0.569
C -2.269 -0.006 -5.008 -1.928 3.963 -3.035
C -2.441 -0.435 -6.441 -0.191 -1.099 -0.147
C -1.279 -1.289 -6.906 0.596 -0.710 -0.108
C -0.468 -1.874 -5.738 3.032 0.414 -0.733
C 0.538 -1.162 -4.936 0.433 -1.283 -2.972
C 1.032 0.231 -5.228 -0.015 -0.143 0.342
C -0.096 1.200 -5.608 1.113 0.044 -0.498
H -2.536 0.465 -7.040 -0.289 -0.008 -0.284
H -0.633 -0.769 -7.631 -0.105 -0.215 0.275
H -3.371 -1.015 -6.481 0.199 0.227 -0.266
H -0.336 1.073 -6.663 0.074 -0.026 -0.308
H -1.826 2.067 -4.604 1.000 -1.920 0.800
H -3.238 0.242 -4.602 -0.018 -0.001 0.282
H 0.280 2.211 -5.512 0.076 0.296 0.062
H 1.605 0.566 -4.345 -0.347 0.211 -0.257
H 1.305 -1.817 -4.495 -0.380 0.338 -0.105
H 1.736 0.204 -6.059 0.162 -0.142 -0.001
H -1.691 -2.153 -7.409 0.052 -0.121 -0.428
H -0.181 -2.943 -5.874 -0.850 0.682 0.563
P -1.276 3.747 -3.496 0.785 0.067 -0.531
P 0.987 3.442 -2.456 0.552 2.190 -0.224
C -0.220 4.848 -4.534 0.438 0.831 0.446
C 1.186 4.747 -3.843 -0.505 -1.261 0.151
H -0.599 5.904 -4.542 0.261 -1.008 -0.300
H -0.131 4.407 -5.536 -0.359 0.497 0.085
H 1.957 4.345 -4.527 -0.406 0.407 0.235
H 1.542 5.681 -3.381 -0.187 -0.331 -0.226
C 0.387 4.491 -1.066 0.031 -0.499 0.318
H 0.795 4.054 -0.142 -0.209 0.333 -0.097
H -0.715 4.451 -1.028 0.592 0.170 0.202
H 0.736 5.527 -1.182 -0.080 -0.307 0.121
C 2.756 3.163 -2.030 -0.022 -0.609 0.224
H 3.331 4.097 -2.139 -0.314 -0.237 0.068
H 3.173 2.399 -2.695 0.031 0.176 0.137
H 2.809 2.800 -0.993 0.117 0.121 -0.348
C -3.047 3.973 -3.474 -0.787 0.543 0.223
H -3.466 3.003 -3.211 -0.148 -0.061 0.112
H -3.462 4.270 -4.454 0.262 0.051 0.393
H -3.315 4.696 -2.679 -0.075 -0.250 -0.529
C -0.293 -2.709 -2.712 -0.086 -0.467 0.071
H 0.418 -2.118 -2.094 -0.321 -0.259 -0.292
H 0.286 -3.475 -3.282 -0.482 0.509 0.361
H -1.015 -3.205 -2.028 0.478 0.237 -0.534
F -3.475 0.075 -2.537 0.013 -0.076 0.182
C -2.462 -0.821 -2.312 -0.273 -0.061 0.156
F -1.739 -0.220 -1.308 0.022 -0.199 0.377
F -3.093 -1.898 -1.751 0.335 0.422 0.043
```
Positions in Å, forces in eV/Å.

Multiplicity ... 5
Total charge ... +2
<S²> ... 6.0156
Relative energy (zero: lowest compared OMol25 entry of this formula, charge and spin) ... 2.133 eV
LUMO (alpha / beta) ... -5.83 / -7.77 eV

---

For each record above, in turn, the calculated E_tot values are -88832.944; -73144.325; -56577.549 eV.